(1)
The following is a DFT calculation (ωB97M-V/def2-TZVPD) of C50H49ClMnN3O2PS6Sb as an isolated structure.

Geometry as XYZ:
```
114
Properties=species:S:1:pos:R:3:mulliken_charge:R:1
Mn -0.696 0.767 1.079 -0.684
S 2.252 2.230 4.817 -0.659
Sb 1.526 0.494 3.602 0.875
S -0.872 0.504 3.338 -0.583
S 1.591 0.888 1.234 -0.513
S 2.307 -1.610 3.932 -0.560
C -0.863 9.321 4.655 -0.808
C -0.166 10.236 3.682 0.597
O 0.274 11.309 4.004 -0.559
S -0.091 9.811 1.940 -0.140
C -0.297 8.054 1.895 -0.344
C -1.410 7.515 1.258 -0.529
C -1.555 6.141 1.151 -0.365
C -0.589 5.286 1.682 -0.372
C 0.514 5.832 2.349 -0.467
C 0.667 7.204 2.437 -0.253
C -0.688 3.869 1.518 0.788
C -0.732 2.675 1.336 0.821
H -0.324 9.339 5.599 0.269
H -0.969 8.299 4.299 0.294
H -1.857 9.740 4.822 0.258
H -2.164 8.175 0.849 0.443
H -2.420 5.713 0.661 0.641
H 1.241 5.161 2.789 0.563
H 1.535 7.623 2.930 0.442
C -0.543 -6.874 1.326 -1.696
C 0.986 -6.783 1.275 1.493
C 1.465 -7.741 0.174 -1.830
C 1.574 -7.272 2.604 -1.804
C 1.417 -5.311 0.968 2.506
O 0.764 -4.867 -0.221 -0.781
C 2.943 -5.181 0.835 -1.551
C 3.443 -3.877 0.193 -0.814
C 3.467 -3.869 -1.312 0.126
C 2.463 -3.273 -2.071 0.527
C 2.508 -3.287 -3.457 -1.339
C 3.572 -3.900 -4.094 0.133
Cl 3.637 -3.912 -5.838 -0.267
C 4.589 -4.496 -3.370 -0.781
C 4.527 -4.472 -1.985 -0.466
C 0.945 -4.349 2.095 -2.230
N 0.055 -3.303 1.651 1.537
C 0.380 -2.111 1.197 -0.929
N -0.710 -1.409 0.963 1.403
C -1.719 -2.253 1.316 -1.056
N -1.297 -3.423 1.728 -0.988
H -0.834 -7.873 1.656 0.487
H -0.975 -6.697 0.341 0.273
H -0.993 -6.149 2.002 0.342
H 0.988 -8.712 0.318 0.500
H 2.542 -7.904 0.195 0.426
H 1.187 -7.402 -0.827 0.301
H 1.296 -8.316 2.759 0.496
H 1.203 -6.707 3.460 0.338
H 2.664 -7.219 2.610 0.354
H 1.097 -5.378 -0.966 0.570
H 3.347 -6.020 0.265 0.342
H 3.371 -5.244 1.838 0.700
H 4.467 -3.725 0.541 0.731
H 2.870 -3.027 0.559 -0.377
H 1.622 -2.797 -1.576 0.871
H 1.725 -2.816 -4.031 0.598
H 5.416 -4.966 -3.883 0.423
H 5.326 -4.933 -1.415 0.470
H 1.790 -3.856 2.580 -0.291
H 0.399 -4.883 2.867 0.433
H 1.387 -1.743 1.101 0.499
H -2.757 -1.969 1.282 0.581
C -2.294 4.825 -2.724 -0.579
C -1.063 4.808 -2.078 -0.982
C -0.476 3.602 -1.734 -0.567
C -1.104 2.399 -2.056 0.320
C -2.333 2.421 -2.704 -0.509
C -2.928 3.631 -3.034 -0.758
P -0.332 0.839 -1.510 2.026
C -1.099 -0.438 -2.578 0.126
C -2.156 -1.202 -2.088 0.241
C -2.760 -2.168 -2.881 -1.070
C -2.307 -2.396 -4.171 -0.699
C -1.241 -1.653 -4.663 -0.583
C -0.639 -0.686 -3.871 -0.497
C 1.335 0.937 -2.264 0.098
C 2.318 0.055 -1.821 0.037
C 3.554 -0.006 -2.447 -1.029
C 3.824 0.815 -3.530 -0.774
C 2.858 1.710 -3.972 -0.782
C 1.623 1.771 -3.344 -0.100
H -2.760 5.768 -2.978 0.377
H -0.565 5.736 -1.829 0.481
H 0.473 3.594 -1.211 0.678
H -2.830 1.491 -2.950 0.418
H -3.888 3.639 -3.534 0.428
H -2.519 -1.039 -1.083 0.254
H -3.584 -2.744 -2.480 0.478
H -2.774 -3.153 -4.789 0.390
H -0.869 -1.828 -5.665 0.454
H 0.198 -0.127 -4.273 0.391
H 2.121 -0.584 -0.970 0.126
H 4.302 -0.698 -2.084 0.507
H 4.781 0.758 -4.032 0.395
H 3.064 2.363 -4.811 0.417
H 0.880 2.470 -3.704 0.417
S -2.923 0.836 0.528 -0.214
C -3.993 1.857 1.496 0.669
C -5.168 2.310 0.900 -0.548
C -6.092 3.036 1.637 -0.633
C -5.849 3.336 2.969 -0.431
C -4.664 2.911 3.556 -0.903
C -3.739 2.177 2.829 0.012
H -5.349 2.085 -0.144 0.384
H -7.008 3.371 1.164 0.364
H -6.573 3.898 3.545 0.373
H -4.455 3.150 4.591 0.416
H -2.816 1.851 3.285 -0.035
```

As for the highest occupied orbital energy (alpha / beta): -5.20 / -5.21 eV. Its LUMO energy (alpha / beta) is 0.8211 / 1.8377 eV. The HOMO-LUMO gap (alpha / beta) comes out at 6.02 / 7.05 eV. The total energy is -185895.6525 eV. The multiplicity is 4. As for the total charge: -1. The calculation puts the energy relative to the best compared isomer or geometry (same formula, charge and spin) at 0.0 kJ/mol. The calculation puts the molecular weight at 1159.488 g/mol.


(2)
The following is a DFT calculation (ωB97M-V/def2-TZVPD) of C50H49N4O3P2PrS3Si as an isolated structure at a distorted geometry.

Geometry as XYZ:
```
113
Properties=species:S:1:pos:R:3:mulliken_charge:R:1
Pr -0.358 0.491 0.463 -1.399
C 1.572 -1.703 3.118 -1.681
C 2.157 -0.468 2.417 0.520
P 2.991 -1.137 0.888 0.953
C 4.752 -1.101 1.420 0.803
C 5.451 -2.299 1.324 -0.328
C 6.803 -2.345 1.613 -0.708
C 7.462 -1.190 1.997 -0.557
C 6.767 0.004 2.109 -0.915
C 5.416 0.054 1.822 -0.333
C 3.095 0.278 -0.280 0.881
C 2.958 1.629 0.033 0.218
C 3.187 2.585 -0.948 -0.866
C 3.546 2.211 -2.231 -0.715
C 3.698 0.871 -2.546 -0.735
C 3.477 -0.085 -1.574 -1.128
C 0.346 -2.297 2.414 -1.138
P 0.463 -2.448 0.569 1.524
C 1.675 -3.828 0.359 1.375
C 2.437 -3.867 -0.805 -0.126
C 3.410 -4.832 -0.982 -0.667
C 3.612 -5.795 -0.006 -0.769
C 2.827 -5.795 1.132 -0.762
C 1.866 -4.814 1.316 -0.976
C -1.026 -3.448 0.139 0.765
C -1.727 -4.282 0.998 -0.505
C -2.888 -4.903 0.570 -0.864
C -3.357 -4.709 -0.717 -0.510
C -2.646 -3.901 -1.590 -0.478
C -1.487 -3.280 -1.165 -0.329
H 1.278 -1.449 4.142 0.523
H 2.364 -2.462 3.170 0.242
H 2.875 0.031 3.076 0.922
H 1.337 0.250 2.167 -1.171
H 4.925 -3.191 1.016 0.158
H 7.344 -3.278 1.530 0.448
H 8.520 -1.224 2.213 0.380
H 7.289 0.900 2.412 0.430
H 4.883 0.992 1.895 0.353
H 2.715 1.952 1.038 0.441
H 3.076 3.628 -0.701 0.430
H 3.721 2.965 -2.981 0.412
H 3.985 0.574 -3.544 0.484
H 3.617 -1.134 -1.801 0.349
H -0.539 -1.671 2.589 0.275
H 0.134 -3.276 2.848 1.008
H 2.266 -3.119 -1.568 0.156
H 4.022 -4.834 -1.873 0.459
H 4.381 -6.541 -0.134 0.416
H 2.967 -6.553 1.888 0.449
H 1.275 -4.830 2.218 0.317
H -1.402 -4.441 2.013 0.288
H -3.444 -5.523 1.255 0.405
H -4.286 -5.160 -1.022 0.308
H -3.004 -3.743 -2.599 0.402
H -0.940 -2.623 -1.834 0.295
S -1.064 0.759 3.206 -0.592
C -2.409 1.457 2.467 0.729
N -2.469 1.721 1.178 1.240
C -3.642 2.355 0.856 -1.606
C -3.998 2.833 -0.405 0.409
C -5.213 3.472 -0.555 -1.314
C -6.078 3.651 0.521 -0.739
C -5.736 3.202 1.781 -0.549
C -4.521 2.563 1.938 0.896
S -3.810 1.943 3.402 -0.381
H -3.314 2.712 -1.237 0.811
H -5.503 3.850 -1.525 0.451
H -7.021 4.154 0.366 0.425
H -6.382 3.346 2.631 0.453
C 0.552 -0.433 -3.374 -1.050
C 0.466 1.031 -3.041 0.409
C 0.553 2.006 -4.013 -1.225
C 0.426 3.343 -3.625 -1.104
C 0.241 3.654 -2.307 -1.028
C 0.212 2.626 -1.330 0.317
N 0.285 1.317 -1.742 1.478
N 0.160 2.796 -0.013 0.877
Si 0.076 4.301 0.836 0.443
C -1.622 5.165 0.643 -1.137
C 1.447 5.569 0.400 -1.522
C 0.378 3.821 2.661 -0.978
H 1.325 -0.621 -4.117 0.565
H -0.397 -0.787 -3.777 0.403
H 0.783 -0.994 -2.463 -0.333
H 0.693 1.744 -5.048 0.556
H 0.482 4.130 -4.364 0.433
H 0.115 4.673 -1.983 0.580
H -1.552 6.242 0.768 0.541
H -2.328 4.798 1.383 0.214
H -2.054 4.969 -0.334 0.236
H 1.618 5.660 -0.667 0.420
H 2.392 5.303 0.866 0.324
H 1.174 6.552 0.769 0.467
H -0.560 3.700 3.193 0.253
H 0.938 4.592 3.179 0.530
H 0.927 2.884 2.760 0.067
O -5.779 -3.329 0.241 -0.653
S -5.439 -1.967 0.540 1.264
O -6.379 -1.228 1.332 -0.713
N -3.920 -1.862 1.175 -0.552
C -3.120 -1.215 0.393 -0.337
O -1.889 -1.004 0.619 -0.119
C -3.734 -0.704 -0.873 0.943
C -3.113 0.038 -1.864 0.338
C -3.867 0.418 -2.966 -0.583
C -5.200 0.048 -3.073 -0.833
C -5.815 -0.703 -2.077 -0.659
C -5.065 -1.062 -0.982 -0.195
H -2.058 0.317 -1.777 -0.036
H -3.414 1.011 -3.748 0.495
H -5.769 0.349 -3.939 0.428
H -6.849 -0.995 -2.152 0.516
```

As for the highest occupied orbital energy (alpha / beta): -7.68 / -7.69 eV. Its LUMO energy (alpha / beta) is 0.1859 / 0.2225 eV. The HOMO-LUMO gap (alpha / beta) comes out at 7.87 / 7.91 eV. The total energy is -137783.8297 eV. The multiplicity is 3. As for the total charge: 0. The calculation puts the molecular weight at 1081.110 g/mol.


(3)
The following is a DFT calculation (ωB97M-V/def2-TZVPD) of C50H50CaN11O6Te as an isolated structure.

Geometry as XYZ:
```
119
Properties=species:S:1:pos:R:3:mulliken_charge:R:1
Ca 0.318 0.609 1.137 1.735
C -1.813 2.103 -4.621 -1.201
O -0.495 2.122 -4.032 -0.351
C -0.534 1.193 -3.049 -0.336
N -1.635 0.642 -2.766 0.181
C -2.645 1.265 -3.635 0.415
C -3.559 0.224 -4.243 -0.420
C -4.054 0.330 -5.535 -0.202
C -4.906 -0.640 -6.050 -0.575
C -5.275 -1.724 -5.273 -0.575
C -4.797 -1.830 -3.973 -0.578
C -3.950 -0.862 -3.461 -0.438
C 0.753 0.970 -2.301 0.917
C 2.029 1.330 -2.985 -1.280
C 3.196 0.924 -2.442 -1.246
C 3.445 0.146 -1.257 -1.131
C 2.537 -0.495 -0.446 1.223
N 1.238 -0.795 -0.625 -0.833
C 2.936 -0.938 0.933 0.207
N 2.091 -1.072 1.873 0.404
C 2.775 -1.653 3.018 1.078
C 4.258 -1.652 2.575 -0.621
O 4.219 -1.261 1.178 -0.505
C 2.211 -3.024 3.318 0.006
C 1.689 -3.822 2.305 -0.075
C 1.214 -5.093 2.595 -0.670
C 1.236 -5.571 3.897 -0.562
C 1.739 -4.771 4.914 -0.769
C 2.225 -3.506 4.623 -0.325
H -1.722 1.642 -5.607 0.503
H -2.150 3.133 -4.721 0.213
H -3.253 1.925 -3.004 0.700
H -3.776 1.171 -6.159 0.349
H -5.277 -0.545 -7.063 0.368
H -5.935 -2.483 -5.674 0.380
H -5.084 -2.670 -3.353 0.457
H -3.576 -0.940 -2.448 0.875
H 2.007 1.881 -3.914 0.502
H 4.102 1.251 -2.947 0.360
H 4.469 0.150 -0.904 0.435
H 2.618 -1.016 3.892 -0.571
H 4.729 -2.633 2.628 0.376
H 4.860 -0.917 3.109 0.377
H 1.646 -3.445 1.290 0.343
H 0.822 -5.711 1.797 0.413
H 0.853 -6.559 4.121 0.403
H 1.745 -5.129 5.936 0.386
H 2.591 -2.867 5.418 0.373
C -2.059 5.013 4.055 -1.159
O -1.759 4.086 3.041 -0.267
C -0.971 4.525 2.024 0.246
C -0.505 5.809 1.888 -0.531
C 0.301 6.185 0.797 -1.274
C 0.636 5.247 -0.142 -0.584
C 0.210 3.908 -0.017 0.082
C 0.605 3.007 -1.088 -0.735
N 0.526 1.729 -1.056 0.877
N 0.811 -0.479 -1.912 0.712
C 0.767 -1.511 -2.796 -0.351
O 0.971 -2.676 -2.473 -0.742
C 0.314 -1.244 -4.215 -0.044
C 1.243 -1.035 -5.227 0.068
C 0.821 -0.876 -6.540 -0.928
C -0.529 -0.925 -6.850 -0.681
C -1.461 -1.154 -5.845 -0.758
C -1.038 -1.318 -4.537 0.381
C -0.618 3.508 1.074 1.522
O -1.071 2.320 1.199 -1.365
H -2.661 4.478 4.787 0.233
H -2.631 5.863 3.664 0.392
H -1.150 5.378 4.544 0.437
H -0.754 6.554 2.634 0.402
H 0.646 7.207 0.714 0.341
H 1.250 5.520 -0.995 0.392
H 0.981 3.508 -1.987 0.328
H 2.294 -1.002 -4.981 0.552
H 1.551 -0.706 -7.320 0.387
H -0.856 -0.792 -7.874 0.430
H -2.519 -1.202 -6.076 0.507
H -1.763 -1.486 -3.752 0.494
C 4.833 2.069 2.497 -0.981
Te 3.433 3.210 1.378 0.575
C 4.881 4.195 0.174 -1.143
H 5.319 1.329 1.866 0.315
H 4.266 1.567 3.279 0.020
H 5.568 2.728 2.955 0.513
H 5.463 4.888 0.776 0.375
H 4.347 4.748 -0.595 0.285
H 5.531 3.467 -0.306 0.329
C -2.873 -3.865 -0.271 -0.932
C -1.959 -2.798 -0.845 0.727
N -2.063 -1.624 0.011 0.091
C -1.904 -1.755 1.373 -0.127
N -1.402 -0.776 2.037 0.042
C -1.370 -0.780 3.496 -0.532
C -2.363 -1.776 4.076 -0.824
C -2.162 -3.100 3.362 -0.324
N -2.400 -2.915 1.938 0.223
C -2.440 -4.141 1.157 -0.437
H -2.828 -4.780 -0.862 0.458
H -3.902 -3.498 -0.275 0.377
H -2.265 -2.508 -1.851 -0.639
H -0.924 -3.156 -0.915 -0.017
H -1.647 -0.793 -0.387 -0.146
H -1.591 0.235 3.833 0.333
H -0.358 -1.019 3.842 -0.103
H -3.386 -1.430 3.909 0.321
H -2.210 -1.892 5.150 0.437
H -2.865 -3.861 3.710 0.423
H -1.145 -3.477 3.543 -0.069
H -3.124 -4.832 1.659 0.448
H -1.447 -4.615 1.150 -0.022
O 1.323 1.460 3.051 0.157
N 0.997 2.441 3.810 -0.705
C 0.998 2.181 5.100 0.708
C 1.356 0.895 5.612 0.090
N 1.645 -0.141 6.026 -0.578
C 0.634 3.227 5.996 -0.130
N 0.337 4.061 6.732 -0.620
```

As for the highest occupied orbital energy: -4.55 eV. Its LUMO energy is 2.2104 eV. The HOMO-LUMO gap comes out at 6.76 eV. The total energy is -107071.7479 eV. As for the total charge: -1. The calculation puts the molecular weight at 1068.699 g/mol.


(4)
The following is a DFT calculation (ωB97M-V/def2-TZVPD) of C50H50Ge2IrN4O4P2 as an isolated structure at a distorted geometry.

Geometry as XYZ:
```
113
Properties=species:S:1:pos:R:3:mulliken_charge:R:1
Ir -0.135 0.016 -0.277 2.004
C -0.806 4.305 0.258 -1.135
N -0.599 2.850 0.108 0.621
P -1.024 1.658 1.189 0.010
C -2.787 1.372 1.222 0.681
C -3.293 0.101 1.500 0.063
C -4.660 -0.072 1.671 -0.739
C -5.515 1.012 1.543 -0.866
C -5.011 2.280 1.254 -0.873
C -3.651 2.468 1.099 -0.533
C -0.546 2.230 2.783 0.750
C -1.382 2.000 3.884 -0.931
C -1.029 2.518 5.120 -0.855
C 0.152 3.234 5.262 -0.718
C 1.004 3.433 4.173 -0.811
C 0.671 2.917 2.939 -0.510
P -0.375 2.059 -1.372 1.881
C 1.137 2.673 -2.113 0.975
C 2.157 3.185 -1.314 -0.997
C 3.355 3.583 -1.892 -0.732
C 3.547 3.442 -3.260 -0.855
C 2.536 2.918 -4.061 -0.991
C 1.335 2.527 -3.491 -0.672
C -1.722 2.682 -2.382 0.942
C -3.017 2.232 -2.107 0.231
C -4.109 2.821 -2.718 -0.410
C -3.916 3.878 -3.603 -0.994
C -2.636 4.341 -3.869 -0.844
C -1.536 3.750 -3.262 -1.032
H -1.057 4.537 1.290 0.472
H -1.614 4.639 -0.394 0.291
H 0.106 4.839 -0.006 0.335
H -2.630 -0.751 1.598 0.341
H -5.053 -1.052 1.907 0.557
H -6.581 0.877 1.676 0.469
H -5.683 3.124 1.160 0.544
H -3.269 3.462 0.902 0.441
H -2.307 1.449 3.773 0.472
H -1.682 2.371 5.971 0.538
H 0.420 3.639 6.230 0.472
H 1.922 3.991 4.298 0.509
H 1.332 3.054 2.092 0.381
H 2.016 3.278 -0.243 0.156
H 4.133 4.016 -1.278 0.510
H 4.484 3.748 -3.707 0.463
H 2.682 2.827 -5.130 0.529
H 0.543 2.133 -4.122 0.699
H -3.170 1.424 -1.400 -0.244
H -5.109 2.468 -2.502 0.539
H -4.769 4.349 -4.076 0.472
H -2.490 5.175 -4.542 0.506
H -0.549 4.136 -3.472 0.526
O 1.345 0.563 1.490 -0.640
C 1.426 -0.026 2.580 -0.384
C 0.699 -1.186 2.989 0.833
C 0.931 -1.626 4.304 -0.491
C 0.228 -2.690 4.793 -0.973
C -0.723 -3.355 4.025 -0.510
C -0.957 -2.944 2.729 -0.230
C -0.244 -1.874 2.175 -0.532
O -0.501 -1.581 0.904 0.496
N 0.470 -3.130 6.188 1.018
O 1.394 -2.606 6.768 -0.584
O -0.282 -3.967 6.628 -0.573
H 2.110 0.402 3.325 0.458
H 1.653 -1.126 4.939 0.682
H -1.263 -4.185 4.460 0.614
H -1.704 -3.429 2.113 0.574
N 3.110 -0.323 -2.766 0.500
C 3.784 -0.450 -1.569 -1.542
C 2.840 -0.441 -0.603 -0.059
N 1.592 -0.310 -1.218 1.219
C 1.809 -0.243 -2.529 -0.830
H 3.537 -0.293 -3.680 0.290
H 4.855 -0.542 -1.511 0.480
H 2.969 -0.521 0.455 0.463
H 1.050 -0.158 -3.290 0.003
C 2.120 -3.516 -2.582 -1.141
Ge 0.383 -3.867 -1.805 1.112
C -0.723 -4.969 -2.943 -0.879
C 0.640 -4.361 0.045 -1.104
Ge -1.110 -1.761 -1.826 -2.316
C -1.203 -1.180 -3.686 0.410
C -2.092 -0.181 -4.086 0.176
C -2.126 0.271 -5.399 -0.828
C -1.269 -0.279 -6.342 -0.865
C -0.394 -1.293 -5.970 -1.153
C -0.354 -1.731 -4.653 0.393
C -2.837 -2.340 -1.164 1.100
C -2.981 -3.607 -0.598 -0.219
C -4.240 -4.100 -0.286 -1.233
C -5.368 -3.321 -0.515 -0.760
C -5.233 -2.047 -1.049 -0.924
C -3.974 -1.553 -1.361 0.350
H 2.622 -4.485 -2.654 0.590
H 2.719 -2.883 -1.931 0.259
H 2.077 -3.096 -3.583 0.371
H -0.243 -5.949 -3.018 0.529
H -0.777 -4.537 -3.941 0.328
H -1.730 -5.103 -2.558 0.310
H 1.303 -5.230 0.060 0.607
H -0.280 -4.624 0.558 0.329
H 1.135 -3.548 0.575 0.209
H -2.786 0.236 -3.379 0.319
H -2.825 1.047 -5.684 0.505
H -1.288 0.070 -7.366 0.464
H 0.255 -1.745 -6.710 0.497
H 0.329 -2.526 -4.390 0.304
H -2.115 -4.224 -0.402 0.521
H -4.344 -5.095 0.128 0.489
H -6.350 -3.707 -0.274 0.433
H -6.111 -1.439 -1.229 0.512
H -3.892 -0.554 -1.770 0.385
```

As for the highest occupied orbital energy (alpha / beta): -15.81 / -15.80 eV. Its LUMO energy (alpha / beta) is -10.9932 / -11.0139 eV. The HOMO-LUMO gap (alpha / beta) comes out at 4.82 / 4.78 eV. The total energy is -201233.9591 eV. As for the total charge: +3. The calculation puts the energy relative to the best compared isomer or geometry (same formula, charge and spin) at 366.7 kJ/mol. The calculation puts the molecular weight at 1170.359 g/mol.